# 1
{"formula": "C47H43I2N2O2RuS2Sb2", "method": "wB97M-V/def2-TZVPD", "elements": ["Ru", "C", "C", "C", "Sb", "C", "C", "C", "C", "C", "C", "C", "C", "C", "C", "C", "C", "Sb", "C", "C", "C", "C", "C", "C", "C", "C", "C", "C", "C", "C", "H", "H", "H", "H", "H", "H", "H", "H", "H", "H", "H", "H", "H", "H", "H", "H", "H", "H", "H", "H", "H", "H", "H", "H", "H", "H", "O", "C", "O", "C", "C", "C", "C", "C", "C", "S", "H", "H", "H", "H", "I", "I", "C", "C", "C", "C", "N", "C", "S", "N", "C", "H", "H", "H", "H", "H", "H", "H", "H", "C", "C", "C", "C", "C", "C", "C", "H", "H", "H", "H", "H"], "coordinates": [[0.494153, -0.736535, -0.376034], [-0.704984, -1.320574, 3.205135], [-2.003960, -0.530704, 3.077684], [-2.359400, -0.357383, 1.609900], [-1.363387, 0.905576, 0.142889], [-2.942588, 2.316693, -0.182830], [-3.942169, 2.481934, 0.769056], [-4.933316, 3.441890, 0.592370], [-4.939592, 4.236394, -0.544512], [-3.942349, 4.079049, -1.499717], [-2.951171, 3.126054, -1.317499], [0.113845, 2.469532, 0.363488], [1.245690, 2.154956, -0.586423], [2.375417, 3.135544, -0.475627], [2.201795, 4.356082, 0.087484], [0.989756, 4.705991, 0.724821], [-0.009215, 3.725851, 0.880586], [1.119588, -0.502332, 2.178200], [3.195436, 0.428983, 1.877579], [3.464019, 1.778310, 2.083389], [4.741221, 2.305782, 1.898647], [5.777510, 1.489590, 1.474038], [5.530429, 0.137900, 1.257052], [4.260982, -0.377320, 1.474527], [0.838485, 1.152534, 3.623404], [1.754140, 1.193727, 4.677546], [1.613939, 2.087464, 5.731280], [0.551373, 2.981453, 5.756184], [-0.362693, 2.969356, 4.713256], [-0.214179, 2.063936, 3.667257], [-0.844628, -2.324511, 2.792737], [-0.387401, -1.414702, 4.244081], [-1.960585, 0.407809, 3.629811], [-2.824439, -1.105948, 3.534205], [-3.420198, -0.168304, 1.428288], [-2.130058, -1.311368, 1.130030], [-3.943249, 1.878402, 1.669524], [-5.701479, 3.564284, 1.346670], [-5.716345, 4.978302, -0.685818], [-3.935598, 4.701460, -2.386428], [-2.171725, 3.019595, -2.064215], [0.807838, 2.319142, -1.596466], [3.333649, 2.864933, -0.897669], [3.031285, 5.054637, 0.098583], [0.859703, 5.689861, 1.156775], [-0.885492, 3.975546, 1.470730], [2.670302, 2.445200, 2.404362], [4.917888, 3.361595, 2.081234], [6.770958, 1.896619, 1.320239], [6.331367, -0.516440, 0.929476], [4.107586, -1.446061, 1.356585], [2.601872, 0.517204, 4.674444], [2.343548, 2.083456, 6.533138], [0.436218, 3.676385, 6.580468], [-1.197004, 3.663524, 4.707799], [-0.941977, 2.098855, 2.867322], [0.203096, -3.072356, -3.697663], [-0.218334, -1.946657, -3.336006], [0.369231, -1.130191, -2.592347], [-1.580380, -1.524986, -3.839584], [-1.783534, -1.360832, -5.204436], [-3.022563, -0.993037, -5.709266], [-4.081024, -0.817091, -4.826288], [-3.891444, -0.992816, -3.464922], [-2.640710, -1.336115, -2.928910], [-2.504455, -1.573382, -1.189180], [-0.945869, -1.521990, -5.874061], [-3.161376, -0.849983, -6.774450], [-5.063552, -0.548873, -5.199532], [-4.719624, -0.862921, -2.778766], [2.475141, -2.398161, 3.725556], [4.005858, -4.803050, 5.898517], [-1.495047, -5.508593, -3.252464], [-1.379858, -5.051563, -1.837819], [-2.327140, -5.253983, -0.871990], [-2.113960, -4.665600, 0.378434], [-1.002827, -4.014350, 0.679680], [-0.073567, -3.857276, -0.263980], [1.401411, -3.038777, 0.052244], [-0.264163, -4.380197, -1.500480], [-3.167418, -4.692140, 1.438768], [-2.471116, -5.955491, -3.428072], [-0.715970, -6.239969, -3.474286], [-1.339874, -4.657345, -3.918458], [-3.243942, -5.777265, -1.100567], [0.341511, -4.022180, -2.271873], [-3.873361, -5.509279, 1.292898], [-3.712320, -3.745590, 1.389222], [-2.702595, -4.760475, 2.420335], [1.602972, 0.659691, -0.774125], [2.666681, 0.409544, -1.778000], [2.845743, 1.232088, -2.896348], [3.766786, 0.913537, -3.880286], [4.541219, -0.232296, -3.768351], [4.381691, -1.054229, -2.664155], [3.460683, -0.731135, -1.682562], [2.228792, 2.110152, -3.035837], [3.872411, 1.560413, -4.743106], [5.257944, -0.484419, -4.540708], [4.966628, -1.960133, -2.565049], [3.357417, -1.369910, -0.820763]], "forces_ev_per_angstrom": [[-0.3347, -0.0503, -0.5058], [-0.0085, -0.0843, 0.0316], [0.1322, -0.0554, -0.0724], [-0.2750, 0.2927, 0.2305], [0.6090, -0.5916, 0.3628], [-0.1124, -0.2462, -0.4681], [0.0654, 0.0627, 0.0460], [0.0182, 0.0017, -0.0143], [0.0233, -0.0241, 0.0057], [-0.0009, 0.0104, 0.0331], [0.0197, 0.0187, 0.0205], [-0.1395, 0.1744, 0.0246], [0.1727, -0.0658, 0.3951], [0.0751, -0.0397, -0.0032], [0.0296, -0.0192, 0.0137], [-0.0420, -0.0097, -0.0096], [0.0324, -0.0232, 0.0371], [0.0756, 0.4936, 0.7633], [0.0478, -0.2228, 0.0484], [-0.0520, 0.0438, -0.0615], [-0.0382, 0.0069, -0.0563], [-0.0051, -0.0224, -0.0023], [-0.0012, 0.0318, -0.0114], [-0.0118, -0.0105, -0.0053], [-0.0087, 0.1624, -0.1257], [0.0036, -0.0405, 0.0099], [0.0009, -0.0028, -0.0151], [-0.0079, -0.0236, -0.0086], [0.0202, -0.0173, 0.0031], [0.0212, 0.0356, 0.0251], [0.0694, -0.0149, 0.0297], [0.0225, -0.0087, 0.0086], [-0.0046, -0.0081, -0.0219], [0.0175, 0.0179, 0.0222], [0.0199, -0.0083, 0.0826], [-0.0274, 0.0940, 0.0111], [-0.0257, -0.0160, -0.0383], [0.0019, 0.0057, -0.0020], [0.0064, 0.0009, 0.0029], [-0.0083, -0.0119, -0.0052], [-0.0278, -0.0191, -0.0113], [-0.0182, 0.0672, -0.0476], [0.0109, -0.0313, 0.0169], [-0.0088, 0.0027, -0.0046], [0.0125, -0.0103, 0.0201], [-0.0194, 0.0154, -0.0169], [-0.0056, 0.0041, -0.0009], [-0.0084, -0.0132, -0.0091], [-0.0090, -0.0040, 0.0121], [-0.0107, 0.0048, 0.0261], [-0.0092, -0.0033, -0.0056], [-0.0198, -0.0137, 0.0155], [-0.0145, -0.0042, -0.0013], [0.0103, 0.0071, -0.0153], [0.0153, 0.0011, -0.0005], [-0.0152, -0.0206, -0.0186], [0.1362, 0.2278, -0.1527], [-0.2538, 0.0113, -0.0774], [0.2568, -0.0165, 0.2527], [-0.1523, -0.0669, 0.1305], [0.0148, 0.0239, 0.0092], [-0.0032, 0.0101, 0.0183], [-0.0023, -0.0150, -0.0052], [0.0711, 0.0358, -0.0243], [-0.0093, -0.0252, -0.1925], [0.0709, -0.0503, -0.2491], [-0.0087, -0.0318, 0.0040], [-0.0001, -0.0142, 0.0034], [0.0094, 0.0204, 0.0052], [0.0029, 0.0077, 0.0061], [-0.1965, 0.0237, -0.2665], [0.1389, -0.1986, 0.2006], [-0.0860, -0.0109, -0.0285], [-0.0279, -0.1027, -0.1012], [-0.0091, -0.0244, -0.0452], [0.0025, 0.0101, 0.0724], [-0.0160, -0.0276, 0.0012], [0.0749, 0.0221, 0.0652], [0.1661, -0.0024, -0.0546], [-0.0638, 0.1060, -0.0011], [0.0024, -0.0089, 0.0132], [0.0012, -0.0303, 0.0188], [0.0019, -0.0135, -0.0029], [0.0011, -0.0157, 0.0396], [0.0098, 0.0017, -0.0044], [-0.0912, -0.0558, 0.0881], [0.0002, 0.0071, -0.0031], [-0.0033, 0.0022, -0.0054], [0.0008, 0.0038, 0.0030], [-0.3742, 0.3886, -0.4280], [0.0819, 0.0176, -0.0161], [-0.0739, -0.0333, -0.0868], [-0.0114, 0.0398, 0.0070], [0.0165, -0.0319, -0.0035], [0.0243, -0.0013, -0.0170], [0.0500, -0.0092, 0.0538], [0.0216, 0.0220, 0.0333], [-0.0098, -0.0047, -0.0076], [-0.0003, -0.0018, -0.0020], [0.0187, 0.0185, 0.0100], [-0.0449, -0.0257, -0.0005]], "mulliken_charge": [-0.74, -1.45, -0.88, 0.31, 1.49, 0.62, -0.38, -0.81, -0.46, -0.58, -0.59, 0.17, 0.54, -1.16, -0.75, -1.04, 0.22, -0.54, 0.45, -0.02, -0.72, -0.73, -0.47, -0.65, 0.92, -0.59, -0.86, -0.62, -1.08, 0.30, 0.53, 0.64, 0.18, 0.53, 0.83, -0.90, 0.37, 0.39, 0.36, 0.38, 0.35, 0.79, 0.40, 0.38, 0.37, 0.50, 0.28, 0.40, 0.34, 0.45, 0.17, 0.22, 0.43, 0.36, 0.41, 0.68, -0.91, -0.53, -0.02, -0.16, -0.38, -0.61, -0.62, -1.03, 0.87, 0.00, 0.43, 0.38, 0.35, 0.41, -0.15, -0.90, -1.35, 1.01, -1.14, 1.18, -0.10, -0.47, -0.36, 0.19, -1.47, 0.38, 0.34, 0.26, 0.34, 0.46, 0.47, 0.21, 0.37, 2.16, 0.26, -0.30, -1.03, -0.53, -1.46, -0.21, 0.44, 0.38, 0.40, 0.42, 0.30], "spin_multiplicity": 2, "fmax_ha_per_bohr": 0.0180, "total_charge": -2, "s2": 0.79, "orbital_gap_ev": [5.1, 4.8], "lumo_energy_ev": [3.572, 3.325], "de_lowest_ev": 0.000}

# 2
{"formula": "C25H43NO11", "method": "wB97M-V/def2-TZVPD", "elements": ["C", "C", "O", "C", "C", "C", "C", "C", "N", "C", "C", "C", "C", "O", "C", "O", "O", "C", "O", "H", "H", "H", "H", "H", "H", "H", "H", "H", "H", "H", "H", "H", "H", "H", "H", "H", "H", "H", "C", "C", "O", "C", "C", "O", "H", "H", "H", "H", "H", "H", "H", "H", "C", "C", "O", "C", "C", "O", "H", "H", "H", "H", "H", "H", "H", "H", "C", "C", "O", "C", "C", "O", "H", "H", "H", "H", "H", "H", "H", "H"], "coordinates": [[4.036847, -4.576855, 1.122998], [4.343990, -3.004108, 0.698831], [3.149682, -2.406222, 0.067486], [3.473795, -1.814957, -1.249585], [2.274584, -0.706406, -1.575649], [2.140039, 0.209823, -2.741144], [3.176080, 0.372089, -4.044254], [4.247559, 1.537044, -3.617472], [4.885944, 2.278153, -4.771158], [5.425055, 1.355423, -5.841578], [4.350128, 1.350656, -7.122893], [6.024237, 3.082646, -4.108669], [5.699885, 4.560205, -3.411809], [7.285618, 2.649481, -4.012694], [0.816033, 1.180044, -2.658630], [0.389064, 2.158370, -3.483288], [0.171335, 0.770248, -1.378829], [0.949001, -0.283833, -0.701504], [0.539240, -0.730251, 0.508304], [4.217239, -5.338232, 0.250221], [4.774658, -4.854228, 2.016194], [2.938031, -4.683614, 1.547562], [4.544913, -2.408175, 1.697638], [5.312774, -2.961168, 0.007716], [3.351622, -2.658611, -2.077355], [4.553580, -1.322104, -1.280324], [3.746385, -0.667823, -4.169256], [2.608087, 0.559352, -5.050198], [5.028886, 1.102768, -2.850855], [3.624769, 2.351775, -3.006319], [6.443516, 1.758063, -6.316796], [5.661227, 0.262803, -5.478100], [4.994434, 1.372628, -8.119004], [3.613653, 0.427822, -7.069736], [3.805217, 2.390863, -7.068437], [5.151741, 5.302142, -4.135118], [5.080056, 4.361789, -2.411191], [6.718971, 5.027692, -3.063656], [-1.958745, 3.273657, -1.641061], [-2.830219, 4.431396, -1.195264], [-3.019475, 5.373681, -2.266932], [-3.986119, 5.279929, -3.208115], [-4.727597, 3.983727, -3.355318], [-4.196175, 6.212880, -3.978941], [-2.425977, 2.706804, -2.450328], [-1.767084, 2.592200, -0.806626], [-1.001245, 3.640370, -2.022521], [-3.788349, 4.102942, -0.783397], [-2.320293, 4.975264, -0.393072], [-4.213570, 3.354903, -4.086607], [-5.737970, 4.201933, -3.716418], [-4.851422, 3.440512, -2.420291], [-2.473857, -0.624229, 1.198241], [-3.965743, -0.468414, 0.977887], [-4.592314, -1.749657, 0.782893], [-5.033833, -2.546884, 1.782145], [-4.594087, -2.255074, 3.186805], [-5.716685, -3.536832, 1.532324], [-2.258651, -1.196381, 2.104260], [-1.992894, 0.354871, 1.284489], [-2.018734, -1.167272, 0.364715], [-4.453451, 0.092589, 1.779725], [-4.134262, 0.100407, 0.057358], [-3.676762, -2.809455, 3.400362], [-5.381474, -2.586039, 3.871892], [-4.443432, -1.196115, 3.388296], [-2.041832, -4.123286, 8.633007], [-2.913306, -2.965547, 9.078804], [-3.102561, -2.023261, 8.007135], [-4.069205, -2.117014, 7.065952], [-4.810684, -3.413216, 6.918750], [-4.279262, -1.184063, 6.295126], [-2.509063, -4.690139, 7.823739], [-1.850170, -4.804743, 9.467441], [-1.084332, -3.756573, 8.251545], [-3.871436, -3.294001, 9.490669], [-2.403380, -2.421679, 9.880996], [-4.296657, -4.042040, 6.187459], [-5.821057, -3.195009, 6.557649], [-4.934508, -3.956431, 7.853776]], "forces_ev_per_angstrom": [[0.2870, 0.3233, 0.6108], [0.3525, -1.0075, 0.9697], [2.3187, 0.4415, -1.6421], [-1.5897, 0.0009, -0.0669], [-1.6752, 3.7383, -2.8546], [0.6415, -1.5341, 1.0712], [0.0603, -0.9512, 1.1788], [-1.4759, 0.5890, 1.2961], [2.7711, -0.1491, 1.4866], [0.5781, -0.4387, -2.0124], [0.8789, 0.4677, 0.4008], [4.9500, -0.8032, 0.8841], [0.1159, -0.8332, 0.4131], [-7.5422, 2.1948, -1.0079], [-0.6427, 2.5433, -2.0687], [2.9155, -7.0855, 6.0055], [2.2477, -0.7178, -1.4439], [-1.2255, -2.0677, 5.4139], [2.8182, 3.2350, -8.6172], [-0.4604, 1.5987, 1.6310], [-1.5272, 0.5644, -1.9967], [2.2906, 0.3279, -1.0427], [-0.3302, -1.0963, -2.0973], [-2.1599, 0.0009, 1.4004], [0.4852, 1.8313, 1.5623], [-2.4355, -0.8686, 0.0383], [-1.2695, 2.2583, 0.3201], [0.9342, 0.0050, 2.2238], [-1.3657, 0.5352, -1.6077], [1.3399, -1.7016, -1.3097], [-2.2730, -0.6593, 1.5228], [-0.5374, 2.1148, -0.5061], [-1.5615, -0.4158, 2.0452], [1.4896, 2.0820, -0.3309], [0.7774, -2.2594, -0.1127], [0.8865, -1.7024, 1.4461], [1.0915, 0.5010, -2.3652], [-1.9666, -1.1431, -0.9071], [-0.0265, 0.0139, -0.0770], [0.1299, -0.2686, -0.0702], [-0.2088, 0.5488, -0.0256], [-0.1464, 1.2051, -1.2393], [-0.6979, -0.1364, 0.2323], [0.6517, -1.4871, 1.6228], [0.0208, -0.0005, 0.1170], [-0.0162, 0.0814, -0.0864], [-0.1827, -0.0336, 0.1331], [0.0055, 0.0279, -0.1521], [-0.1439, 0.1532, -0.3001], [-0.0372, 0.0603, 0.1165], [0.3357, 0.0178, -0.1408], [0.2193, -0.1165, -0.0556], [-0.0148, -0.1159, 0.0465], [0.2936, -0.0107, 0.1430], [-0.5536, -0.1881, -0.2414], [-0.6750, -1.4730, -0.2290], [-0.4564, 0.3556, 0.4280], [1.1800, 1.8424, 0.0041], [-0.0229, 0.1466, -0.0207], [-0.0325, -0.1557, -0.0394], [-0.1033, 0.1877, 0.0873], [0.0220, -0.1638, 0.0242], [-0.1531, -0.3180, 0.0554], [-0.0635, 0.1128, -0.0368], [0.2560, -0.1048, -0.2087], [0.2340, -0.0958, 0.0100], [0.0277, -0.1302, -0.1720], [0.1218, -0.2023, -0.0611], [-0.1916, 0.5372, -0.0437], [-0.1658, 1.1447, -1.1894], [-0.6840, -0.1102, 0.2412], [0.6667, -1.4495, 1.5783], [-0.0244, -0.0023, 0.1389], [-0.0271, 0.0958, -0.0895], [-0.1091, 0.0164, 0.1413], [0.0328, 0.0106, -0.1623], [-0.1445, 0.1460, -0.3103], [-0.0486, 0.0477, 0.1019], [0.3281, 0.0045, -0.1379], [0.2121, -0.1124, -0.0630]], "mulliken_charge": [-0.92, -0.24, -0.27, -0.29, 0.19, 0.08, -0.30, -0.66, 0.07, -0.31, -0.89, 0.49, -0.89, -0.56, 0.44, -0.54, -0.11, 0.00, -0.52, 0.26, 0.31, 0.25, 0.24, 0.28, 0.23, 0.30, 0.39, 0.21, 0.26, 0.27, 0.37, 0.21, 0.32, 0.22, 0.28, 0.27, 0.24, 0.31, -0.49, -0.68, -0.36, 0.72, -0.83, -0.59, 0.21, 0.21, 0.28, 0.39, 0.35, 0.23, 0.30, 0.28, -0.68, -0.47, -0.39, 0.59, -0.69, -0.60, 0.26, 0.33, 0.22, 0.40, 0.23, 0.25, 0.21, 0.34, -0.93, -0.39, -0.35, 0.74, -0.98, -0.57, 0.27, 0.35, 0.29, 0.35, 0.29, 0.24, 0.32, 0.37], "smiles": "CCOCC1=C(CCN(CC)C(C)=O)C(=O)OC1=O.CCOC(C)=O.CCOC(C)=O.CCOC(C)=O", "fmax_ha_per_bohr": 0.1893, "orbital_gap_ev": 7.9, "lumo_energy_ev": -1.949}